1.
The following is a DFT calculation (ωB97M-V with the def2-TZVPD basis set) of a molecular structure, C16H43ClIrO6Si2 at a distorted geometry.

CARTESIAN COORDINATES (ANGSTROEM)
O 0.1875 1.3013 -1.2469
O -2.5918 0.2271 -1.1121
C -0.0709 2.8047 -1.0161
C 1.2706 3.4790 -1.1685
H -0.5256 2.8513 -0.0265
H -0.8405 3.0757 -1.7460
H 2.0460 3.0455 -0.5111
H 1.1743 4.5405 -0.9176
H 1.6021 3.3779 -2.2123
C 0.2349 0.7300 -2.6404
C -0.7210 1.4555 -3.5270
H -0.0284 -0.3197 -2.4975
H 1.2803 0.8476 -2.9425
H -1.7505 1.2055 -3.2352
H -0.5526 1.1621 -4.5692
H -0.5638 2.5358 -3.4823
C -2.8416 -1.1740 -1.2922
C -3.6540 1.0272 -0.5900
C -3.0043 -1.4609 -2.7628
H -3.7200 -1.5182 -0.7147
H -1.9428 -1.6739 -0.9003
H -3.8936 -0.9627 -3.1600
H -3.1306 -2.5322 -2.9164
H -2.1326 -1.1219 -3.3317
C -4.6641 1.3504 -1.6648
H -3.1454 1.9332 -0.2404
H -4.1273 0.5294 0.2733
H -4.1696 1.7718 -2.5485
H -5.3864 2.0740 -1.2835
H -5.2133 0.4517 -1.9610
H 0.2888 0.6606 -0.4009
Ir 1.7024 -0.4210 1.8263
C -0.0679 0.0795 1.3164
Si -0.9600 0.0931 3.0073
H 0.0967 1.1297 1.1080
H -0.5098 -0.6096 0.6070
C -1.7092 1.8022 3.0185
C -0.1019 -0.0748 4.6770
C -2.2163 -1.2776 2.9819
C 2.6739 -0.0028 0.2108
Si 3.0837 -1.6386 -0.6830
H 3.6366 0.4780 0.4779
H 2.1126 0.6529 -0.4547
C 3.4811 -1.1020 -2.4490
C 1.6567 -2.8461 -0.6770
C 4.5809 -2.5275 -0.0187
H -2.6462 -1.4352 1.9850
H -3.0103 -0.9820 3.6811
H -1.7550 -2.2076 3.3427
H -0.9321 2.5756 2.9528
H -2.2211 1.9043 3.9825
H -2.4334 1.9293 2.2050
H 0.8795 0.4167 4.7316
H 0.0056 -1.1353 4.9465
H -0.7863 0.4130 5.3892
H 1.0287 -2.7178 -1.5689
H 1.0392 -2.7307 0.2241
H 2.0671 -3.8664 -0.6852
H 4.8006 -3.3967 -0.6573
H 4.4152 -2.8781 1.0071
H 5.4575 -1.8666 -0.0188
H 4.0175 -1.9130 -2.9602
H 4.1325 -0.2171 -2.4380
H 2.5781 -0.8675 -3.0259
O 3.5500 -1.6036 5.0688
Cl 3.3669 -1.3163 3.7007
O 4.4911 -1.6287 2.8889
O 2.1173 -2.0148 3.1721
O 2.9645 0.1285 3.4730

Properties
E_LUMO (spin up / spin down) in eV: -2.2 / -5.1
2S+1: 5
Maximum force in eV/A: 3.30
Total charge: +1
ΔE to the lowest compared entry with this formula, charge and spin in kJ/mol: 16.85
HOMO-LUMO gap (spin up / spin down) in eV: 7.0 / 7.2
E_tot in eV: -60671.0100

Atomic partial charges in e from the natural (NBO) method, atoms 1 to 6: -0.62, -0.59, -0.04, -0.66, 0.22, 0.23

***

2.
The following is a DFT calculation (ωB97M-V with the def2-TZVPD basis set) of 5 unconnected molecules or ions with the total composition C16H43F3N4O5 at a distorted geometry.

CARTESIAN COORDINATES (ANGSTROEM)
N 0.0642 0.7998 0.4358
H 0.5358 1.6837 0.3077
H -0.8173 0.8807 0.9222
H 0.7880 0.1743 0.7598
H -0.1292 0.7010 -0.5506
C 1.6398 3.5483 -1.4952
O 0.4800 3.2771 -2.3449
O 1.1218 3.3760 -0.1578
C 2.7826 2.4504 -1.9039
F 2.7404 1.3067 -1.2273
F 2.7745 2.1051 -3.1109
F 4.0809 2.9230 -1.7463
C 0.2824 4.0275 -3.6131
C -0.7336 3.0959 -4.2644
H -1.1899 3.5816 -5.1269
H -0.2821 2.1307 -4.4937
H -1.5497 2.8325 -3.5915
H 1.2640 4.1861 -4.0598
H -0.2908 4.9495 -3.5161
H 2.1726 4.4901 -1.6271
C 1.8041 -2.8868 1.1127
C 2.4139 -1.9858 2.2211
C 3.8597 -1.6356 1.8353
O 4.6660 -2.8161 1.9142
C 5.9040 -2.7388 1.1678
N 1.5631 -0.7762 2.3925
H 1.9112 -2.3520 0.1690
H 0.7639 -3.2032 1.1906
H 2.3853 -3.8060 1.0388
H 2.4540 -2.5981 3.1219
H 4.2498 -0.8471 2.4790
H 3.8896 -1.3556 0.7823
H 5.9971 -1.9340 0.4386
H 6.1549 -3.7608 0.8838
H 6.6542 -2.5308 1.9307
H 2.0642 -0.2887 3.1215
H 0.7594 -1.0974 2.9132
C -2.1420 2.1365 3.4906
C -2.2124 0.6431 3.3756
C -3.3301 -0.1123 4.2393
O -3.0951 -1.5012 4.0791
C -3.8276 -2.3388 4.9359
N -2.2945 0.2157 1.9909
H -3.1275 2.6011 3.4596
H -1.5599 2.6715 2.7403
H -1.6024 2.4339 4.3898
H -1.2513 0.3086 3.7662
H -4.2553 0.2760 3.8135
H -3.4775 0.2292 5.2639
H -4.6996 -2.6654 4.3693
H -3.9443 -1.8746 5.9151
H -3.3090 -3.2816 5.1102
H -2.6022 -0.7429 1.9106
H -3.0968 0.5943 1.5082
C 0.6892 -1.3695 -2.3491
C -0.3872 -0.6291 -3.0135
C -1.6825 -1.3903 -3.2625
O -2.7150 -0.5278 -3.6698
C -3.9239 -1.1653 -4.0850
N -0.6445 0.4914 -2.1568
H 0.9485 -2.2289 -2.9674
H 0.3454 -1.6695 -1.3592
H 1.6284 -0.8333 -2.2129
H 0.0548 -0.2358 -3.9290
H -2.0006 -1.8682 -2.3359
H -1.4086 -2.1695 -3.9738
H -4.6600 -0.3690 -3.9746
H -4.1220 -1.9728 -3.3801
H -4.1285 -1.5253 -5.0933
H 0.1150 1.1263 -2.3571
H -1.5100 0.8363 -2.5468

Properties
E_LUMO (spin up / spin down) in eV: -1.8 / -6.1
2S+1: 2
Maximum force in eV/A: 4.44
Total charge: +1
HOMO-LUMO gap (spin up / spin down) in eV: 10.0 / 5.7
E_tot in eV: -41628.6638

Atomic partial charges in e from the Löwdin method, atoms 1 to 6: 0.28, 0.06, 0.07, 0.08, 0.03, -0.20

***

3.
The following is a DFT calculation (ωB97M-V with the def2-TZVPD basis set) of a molecular structure, C16H44B5NO14P2 at a distorted geometry.

CARTESIAN COORDINATES (ANGSTROEM)
C -0.6214 2.3763 -1.7477
C -1.6579 3.4817 -1.7522
O -2.9311 2.9752 -1.2790
B -3.8396 3.0392 -2.3108
O -4.4841 4.2496 -2.5848
B -4.1968 1.7037 -3.3213
O -5.4631 1.1550 -3.5067
B -5.6732 1.1312 -4.8659
O -4.7999 1.9043 -5.6408
B -3.4945 1.4200 -5.4379
B -2.4227 1.1998 -6.7547
O -2.3827 2.1853 -7.7595
N -1.6239 0.0261 -6.8943
C -0.8280 -0.3021 -5.7059
C -0.7869 -0.0037 -8.1059
O -3.1835 1.1308 -4.1137
H -1.0334 1.5130 -2.2685
H 0.2848 2.6647 -2.2817
H -0.3709 2.1193 -0.7214
H -1.7642 3.8527 -2.7790
H -1.3905 4.3012 -1.0878
H -4.1405 4.5902 -3.4209
H -6.4892 0.4277 -5.3611
H -1.7387 2.8558 -7.5039
H -0.0906 0.4657 -5.4490
H -1.4436 -0.5120 -4.8350
H -0.2666 -1.2165 -5.9135
H -1.4213 0.0001 -8.9854
H -0.1913 -0.9160 -8.0749
H -0.0972 0.8442 -8.1310
O -0.3554 -1.3799 -0.9657
P 0.0240 -2.7797 -0.7285
O -0.0409 -3.6150 -2.0966
C 0.8499 -3.2834 -3.1670
C 2.2560 -3.8046 -2.9326
O -1.2613 -3.4508 -0.0045
C -2.3125 -2.6487 0.5355
C -3.4817 -2.5744 -0.4232
O 1.0988 -3.6567 0.0600
C 1.7579 -3.0856 1.2201
C 0.8236 -2.9492 2.4028
H 0.8589 -2.1993 -3.3164
H 0.4290 -3.7367 -4.0636
H 2.7322 -3.2932 -2.0944
H 2.8721 -3.6499 -3.8191
H 2.2347 -4.8677 -2.6946
H -1.9529 -1.6514 0.7898
H -2.6232 -3.1275 1.4664
H -3.1616 -2.2184 -1.4028
H -4.2537 -1.9052 -0.0403
H -3.9196 -3.5635 -0.5642
H 2.1897 -2.1179 0.9559
H 2.5799 -3.7565 1.4611
H 0.0747 -2.1744 2.2273
H 1.3822 -2.6732 3.2974
H 0.2926 -3.8834 2.5845
O 2.0729 -0.1722 4.7733
P 2.6655 0.7511 5.7524
O 2.5763 0.1387 7.2285
C 3.2973 -1.0600 7.5422
C 4.7781 -0.8050 7.7540
O 1.5707 1.9317 5.9386
C 0.4801 2.0889 5.0297
C -0.7839 1.4745 5.5913
O 3.9288 1.7101 5.9448
C 4.6218 2.2113 4.7759
C 3.8063 3.2441 4.0247
H 3.1408 -1.8009 6.7531
H 2.8518 -1.4515 8.4551
H 5.2642 -0.5024 6.8248
H 5.2713 -1.7073 8.1166
H 4.9286 -0.0023 8.4754
H 0.7196 1.6658 4.0537
H 0.3422 3.1633 4.8912
H -0.6252 0.4296 5.8577
H -1.5975 1.5343 4.8669
H -1.0889 1.9981 6.4983
H 4.8892 1.3780 4.1223
H 5.5474 2.6522 5.1403
H 2.9440 2.7883 3.5340
H 4.4163 3.7189 3.2562
H 3.4312 4.0065 4.7062

Properties
E_LUMO in eV: 0.2
2S+1: 1
Maximum force in eV/A: 5.35
HOMO-LUMO gap in eV: 9.6
E_tot in eV: -69433.3709

Atomic partial charges in e from the Löwdin method, atoms 1 to 6: -0.05, -0.22, 0.05, -0.45, 0.16, -0.36

***

4.
The following is a DFT calculation (ωB97M-V with the def2-TZVPD basis set) of a molecular structure, C16H44BeNO18S5 at a distorted geometry.

CARTESIAN COORDINATES (ANGSTROEM)
Be 14.7114 -23.5666 -39.3742
N 14.2781 -29.0680 -37.6758
H 13.8587 -29.3091 -38.5625
H 13.7121 -28.6527 -36.9497
H 14.9572 -28.3737 -37.9527
H 14.9515 -29.7029 -37.2715
C 15.7903 -26.2284 -38.6251
O 16.1437 -27.3008 -38.1955
O 16.6028 -25.2913 -38.8375
O 14.5770 -25.9566 -38.8946
O 18.7842 -21.1316 -40.7529
S 17.8611 -22.1934 -41.1745
O 16.5346 -22.3173 -40.5280
O 17.6110 -22.0332 -42.7924
C 18.7270 -21.9653 -43.6893
C 18.1439 -21.9665 -45.1420
C 18.6153 -23.8679 -41.0229
H 19.4089 -22.8123 -43.6129
H 19.2990 -21.0386 -43.6424
H 17.2863 -21.3240 -45.3412
H 17.8835 -23.0089 -45.3256
H 18.8880 -21.7446 -45.9070
H 19.5308 -23.8173 -41.6123
H 17.9640 -24.6674 -41.3762
H 18.7483 -24.0922 -39.9645
O 14.4477 -27.6039 -35.1051
S 15.3049 -26.8204 -34.2136
O 14.7842 -26.1952 -32.9744
O 16.5741 -27.8329 -33.7945
C 16.9929 -28.8085 -34.7083
C 18.3921 -29.3180 -34.2121
C 16.3068 -25.5710 -35.1724
H 17.0164 -28.4625 -35.7417
H 16.2308 -29.5859 -34.7617
H 19.0903 -28.4962 -34.0530
H 18.7893 -29.9984 -34.9654
H 18.2754 -29.7683 -33.2263
H 16.9761 -25.0309 -34.5028
H 15.5797 -24.9410 -35.6848
H 16.8880 -26.1102 -35.9204
O 17.7191 -32.2703 -38.8024
S 17.6569 -30.8966 -38.3017
O 16.7740 -30.6135 -37.1838
O 19.2314 -30.4316 -37.9074
C 20.2724 -31.0265 -38.5219
C 21.5720 -30.3883 -38.1492
C 17.3744 -29.6914 -39.6687
H 20.1738 -31.0468 -39.6072
H 20.3472 -32.0416 -38.1318
H 21.5315 -29.3003 -38.2021
H 22.3910 -30.6982 -38.7982
H 21.8368 -30.7163 -37.1441
H 16.2870 -29.7394 -39.7256
H 17.8540 -30.1676 -40.5239
H 17.5973 -28.6518 -39.4284
O 16.1347 -25.4937 -44.0306
S 15.4454 -25.7862 -42.7845
O 15.3507 -24.7309 -41.7468
O 13.9012 -26.3641 -43.1892
C 13.0226 -26.7190 -42.1451
C 12.6357 -28.2189 -42.1823
C 16.1871 -27.3720 -42.1402
H 12.1732 -26.0615 -42.3303
H 13.3572 -26.4231 -41.1508
H 12.3873 -28.5581 -43.1880
H 11.7937 -28.5394 -41.5688
H 13.4764 -28.8685 -41.9389
H 16.2837 -28.0459 -42.9914
H 15.5597 -27.6625 -41.2976
H 17.2004 -27.1537 -41.8029
O 20.8261 -24.9708 -36.8375
S 20.6444 -26.0453 -37.8422
O 20.4212 -25.6659 -39.2466
O 21.9468 -27.0959 -37.7431
C 23.2318 -26.4398 -37.6531
C 24.3196 -27.3556 -37.0325
C 19.3136 -27.2599 -37.3172
H 23.2087 -25.4949 -37.1102
H 23.5171 -26.1906 -38.6751
H 25.2208 -27.0415 -37.5591
H 24.0651 -28.4045 -37.1847
H 24.4140 -27.2156 -35.9557
H 19.7677 -28.1523 -37.7478
H 18.3897 -27.0104 -37.8390
H 19.2614 -27.3592 -36.2330

Properties
E_LUMO (spin up / spin down) in eV: -0.3 / -0.9
2S+1: 2
Maximum force in eV/A: 6.17
HOMO-LUMO gap (spin up / spin down) in eV: 7.1 / 6.9
E_tot in eV: -110221.6801

Atomic partial charges in e from the Löwdin method, atoms 1 to 6: 0.77, 0.31, 0.14, 0.11, 0.02, 0.09

***

5.
The following is a DFT calculation (ωB97M-V with the def2-TZVPD basis set) of a molecular structure, C16H44N4O5P2PtS2.

CARTESIAN COORDINATES (ANGSTROEM)
Pt -0.2508 1.2567 -0.2176
C 4.3279 2.0787 0.2287
N 3.4713 3.1465 0.7526
C 4.0967 4.4651 0.8650
P 2.0507 2.7725 1.5463
O 1.4179 1.5525 0.9438
O 1.2090 4.0639 1.5745
P -0.3215 4.4422 0.8986
O -0.4762 3.4621 -0.2372
N -0.2348 5.9413 0.3650
C -0.6329 7.1118 1.1710
C 0.3454 6.2799 -0.9468
N -1.2842 4.2314 2.1658
C -0.9471 4.4388 3.5820
C -2.7386 4.2098 1.8901
N 2.5793 2.4732 3.0739
C 3.0180 1.1285 3.4762
C 2.9642 3.5594 3.9846
H 5.2357 2.0062 0.8335
H 4.6226 2.3527 -0.7868
H 3.8011 1.1297 0.2123
H 4.8927 4.4353 1.6165
H 3.3647 5.2248 1.1201
H 4.5596 4.7012 -0.0949
H -1.0955 6.8018 2.1036
H -1.3500 7.7029 0.6035
H 0.2394 7.7266 1.3904
H 0.6950 5.3847 -1.4549
H 1.1762 6.9722 -0.8107
H -0.4122 6.7626 -1.5628
H 0.1287 4.4757 3.7251
H -1.3573 3.6176 4.1686
H -1.3784 5.3728 3.9444
H -2.9320 4.3253 0.8240
H -3.2238 5.0322 2.4155
H -3.1634 3.2675 2.2339
H 2.7000 0.3855 2.7518
H 2.5676 0.9065 4.4453
H 4.1040 1.1146 3.5924
H 2.5717 4.5142 3.6465
H 4.0536 3.6073 4.0634
H 2.5650 3.3301 4.9740
C -4.1428 0.5651 -2.3389
S -2.9018 1.7312 -1.8368
C -2.2555 2.2625 -3.4073
O -1.7647 0.7376 -1.3013
H -3.7048 -0.1667 -3.0150
H -4.9293 1.1393 -2.8331
H -4.5421 0.0998 -1.4399
H -3.0512 2.8250 -3.9002
H -1.9665 1.3960 -3.9995
H -1.4127 2.9223 -3.2106
C -1.5168 -9.7380 0.4232
C -2.5952 -8.6858 0.2048
C -2.4101 -7.9096 -1.0940
S -0.8049 -7.0556 -1.1330
O -0.9306 -5.5946 -1.2511
C 0.2599 -7.7812 -2.3849
C -0.2767 -7.5888 -3.8057
C 0.7033 -8.2176 -4.7946
H -1.7283 -10.3243 1.3146
H -0.5297 -9.2863 0.5730
H -1.4580 -10.4313 -0.4180
H -2.6482 -7.9903 1.0440
H -3.5768 -9.1580 0.1311
H -3.1306 -7.1055 -1.2476
H -2.3893 -8.5645 -1.9687
H 0.3302 -8.8314 -2.0855
H 1.2309 -7.3069 -2.2301
H -0.3956 -6.5229 -4.0044
H -1.2570 -8.0583 -3.9051
H 1.6821 -7.7412 -4.7409
H 0.3254 -8.1001 -5.8086
H 0.8279 -9.2841 -4.6075

Properties
E_LUMO (spin up / spin down) in eV: -9.8 / -13.9
2S+1: 5
Maximum force in eV/A: 0.26
Total charge: +4
ΔE to the lowest compared entry with this formula, charge and spin in kJ/mol: 0.00
HOMO-LUMO gap (spin up / spin down) in eV: 9.1 / 5.7
E_tot in eV: -76960.1449

Atomic partial charges in e from the Löwdin method, atoms 1 to 6: 1.28, -0.01, -0.16, -0.01, 0.49, -0.42

***

6.
The following is a DFT calculation (ωB97M-V with the def2-TZVPD basis set) of a molecular structure, C16H45MnN4OSi3.

CARTESIAN COORDINATES (ANGSTROEM)
Mn 0.5081 0.1883 -0.8743
N -0.3114 -1.5835 -0.0089
C -0.7556 -2.4004 -1.1787
C 0.4083 -2.4944 -2.1423
N 0.9053 -1.1295 -2.4742
C 0.1908 -0.6061 -3.6739
C 0.3691 0.8949 -3.7946
N 0.0165 1.5250 -2.4897
C 2.3749 -1.1685 -2.7176
C 3.1455 -1.1734 -1.4115
N 2.7350 0.0037 -0.6016
H 0.3890 -2.1152 0.5069
H -1.0960 -1.4840 0.6289
H -1.6100 -1.8935 -1.6322
H -1.0861 -3.3947 -0.8748
H 0.1261 -3.0336 -3.0494
H 1.2181 -3.0594 -1.6787
H -0.8700 -0.8414 -3.5579
H 0.5370 -1.1146 -4.5781
H -0.2465 1.2831 -4.6064
H 1.3991 1.1618 -4.0244
H -0.9919 1.6693 -2.4615
H 0.4035 2.4641 -2.4678
H 2.6561 -0.2863 -3.2918
H 2.6318 -2.0396 -3.3260
H 4.2164 -1.1686 -1.6185
H 2.9395 -2.0713 -0.8275
H 3.2230 0.8270 -0.9481
H 3.0740 -0.1099 0.3489
C 0.4233 2.8876 0.2880
O -0.0658 1.5537 0.6326
Si -1.1854 1.5538 1.9527
C -0.8179 2.8539 3.2330
C -2.8633 1.7942 1.1903
C -0.8251 -0.0955 2.8816
Si 0.9320 -0.3767 3.5909
C 2.2226 0.8045 2.9214
C 0.5138 0.0216 5.3894
C 1.4883 -2.1435 3.3314
Si -2.3338 -1.1320 3.4803
C -3.1093 0.1480 4.6309
C -3.3919 -1.5050 1.9631
C -1.8990 -2.7077 4.3629
H 0.5136 3.5052 1.1788
H -0.2656 3.3647 -0.4082
H 1.4142 2.7886 -0.1538
H -1.2124 3.8171 2.9002
H 0.2377 2.9695 3.4689
H -1.3423 2.6178 4.1616
H -2.9827 2.8593 0.9703
H -3.6736 1.5276 1.8687
H -3.0165 1.2458 0.2602
H 2.2713 1.7283 3.4965
H 2.0617 1.0742 1.8777
H 3.2067 0.3373 3.0082
H 0.1003 1.0165 5.5411
H 1.4847 -0.0079 5.8965
H -0.1318 -0.7202 5.8535
H 1.8683 -2.3130 2.3208
H 0.7467 -2.9026 3.5694
H 2.3388 -2.3015 4.0009
H -3.3310 1.1099 4.1727
H -2.5205 0.3074 5.5324
H -4.0631 -0.2989 4.9311
H -4.3937 -1.0973 2.1109
H -3.4978 -2.5863 1.8598
H -3.0388 -1.1028 1.0124
H -1.3297 -2.5591 5.2795
H -1.3668 -3.4196 3.7300
H -2.8370 -3.1922 4.6481

Properties
E_LUMO (spin up / spin down) in eV: -11.6 / -11.6
2S+1: 4
Maximum force in eV/A: 0.36
Total charge: +3
HOMO-LUMO gap (spin up / spin down) in eV: 7.0 / 6.0
E_tot in eV: -80260.6553

Atomic partial charges in e from the natural (NBO) method, atoms 1 to 6: 1.33, -0.88, -0.23, -0.25, -0.47, -0.24